ORCA calculation (ωB97M-V with the def2-TZVPD basis set) on a cluster of 6 separate species, C6H24N4O6 in total.

Last column: Löwdin charge in e.
CARTESIAN COORDINATES (ANGSTROEM)
C  3.105  0.792  -2.679  -0.215
O  4.290  0.977  -3.338  -0.090
H  3.105  -0.091  -2.040  0.070
H  3.037  1.633  -1.989  0.073
H  2.308  0.895  -3.415  0.082
H  4.595  0.157  -3.735  0.087
C  1.248  0.891  0.907  -0.096
O  -0.183  0.783  0.967  -0.156
H  1.692  -0.041  1.255  0.093
H  1.603  1.131  -0.095  0.064
H  1.485  1.739  1.550  0.090
H  -0.585  1.448  0.403  0.061
C  -2.427  -2.028  1.887  -0.238
O  -1.310  -1.526  2.408  -0.067
H  -3.108  -1.287  1.469  0.061
H  -2.290  -2.618  0.980  0.065
H  -2.932  -2.656  2.621  0.101
H  -0.986  -0.847  1.812  0.031
C  -0.226  2.111  4.488  -0.143
O  -0.858  3.370  4.216  -0.137
H  0.747  2.465  4.830  0.082
H  -0.801  1.577  5.244  0.082
H  -0.096  1.455  3.627  0.053
H  -0.830  3.783  5.082  0.071
C  0.503  -2.074  -2.134  -0.708
O  -0.324  -1.413  -2.831  -0.035
N  0.562  -1.900  -0.878  0.200
N  1.545  -2.726  -2.578  0.197
H  1.304  -2.316  -0.333  0.136
H  -0.055  -1.229  -0.443  0.088
H  2.127  -3.189  -1.894  0.128
H  1.755  -2.618  -3.560  0.138
C  -2.620  0.658  -1.193  -0.615
O  -3.232  1.410  -0.446  0.394
N  -2.632  -0.627  -1.270  0.281
N  -1.655  1.216  -1.863  0.249
H  -1.827  -0.973  -1.773  0.081
H  -3.372  -1.180  -0.862  0.154
H  -1.228  0.648  -2.580  0.128
H  -1.435  2.201  -1.816  0.160

Computed properties:
⟨S²⟩: 0.75
2S+1: 2
Orbital gap (spin up / spin down), Ha: 0.347 / 0.131
Charge: +1

ORCA calculation (ωB97M-V with the def2-TZVPD basis set) on a cluster of 6 separate species, C6H24N8O6 in total.

Last column: Löwdin charge in e.
CARTESIAN COORDINATES (ANGSTROEM)
C  -3.155  -2.313  -2.804  -0.159
O  -3.920  -1.213  -3.292  -0.124
H  -3.777  -3.206  -2.668  0.076
H  -2.367  -2.560  -3.510  0.077
H  -2.730  -2.102  -1.818  0.065
H  -4.423  -0.894  -2.538  0.070
C  -0.786  -0.569  0.372  -0.136
O  0.026  -1.094  -0.685  -0.172
H  -1.576  -1.299  0.545  0.071
H  -0.184  -0.382  1.257  0.086
H  -1.330  0.319  0.029  0.063
H  0.723  -0.465  -0.907  0.027
C  3.443  1.169  1.369  -0.671
O  4.175  0.559  2.128  0.021
N  2.983  0.670  0.178  0.167
N  3.033  2.457  1.626  0.150
H  3.175  -0.278  -0.072  0.105
H  2.531  1.390  -0.361  0.052
H  3.467  2.891  2.418  0.099
H  2.514  2.974  0.936  0.081
C  -0.590  3.535  1.638  -0.672
O  -0.095  3.916  0.594  0.020
N  0.037  3.602  2.853  0.153
N  -1.889  3.087  1.737  0.147
H  -0.305  3.127  3.667  0.096
H  1.019  3.813  2.843  0.083
H  -2.442  2.954  0.914  0.096
H  -2.289  2.979  2.650  0.090
C  1.226  1.882  -2.448  -0.699
O  2.220  2.547  -2.225  0.029
N  -0.039  2.329  -2.263  0.175
N  1.273  0.577  -2.835  0.146
H  -0.818  1.715  -2.420  0.096
H  -0.239  3.274  -1.988  0.099
H  2.142  0.104  -2.996  0.114
H  0.434  0.144  -3.181  0.100
C  -0.316  -4.069  1.733  -0.688
O  -0.708  -3.173  2.466  0.014
N  0.292  -3.833  0.539  0.166
N  -0.485  -5.384  2.051  0.145
H  0.493  -4.605  -0.069  0.092
H  0.302  -2.895  0.171  0.058
H  -0.258  -6.097  1.386  0.088
H  -0.787  -5.586  2.983  0.101

Computed properties:
Structure (SMILES): NC(N)=O.NC(N)=O.NC(N)=O.NC(N)=O.CO.CO
Orbital gap, Ha: 0.363

ORCA calculation (ωB97M-V with the def2-TZVPD basis set) on a structure of composition C6H24NaO6.

Last column: Löwdin charge in e.
CARTESIAN COORDINATES (ANGSTROEM)
Na  13.104  28.972  22.832  0.948
C  15.383  30.221  16.975  -0.175
O  14.493  29.473  17.775  -0.124
H  14.968  30.631  16.055  0.078
H  15.744  31.083  17.536  0.076
H  16.307  29.704  16.715  0.076
H  14.227  28.664  17.332  0.074
C  13.497  28.661  28.668  -0.167
O  12.547  28.249  27.728  -0.141
H  13.011  29.378  29.331  0.075
H  13.668  27.799  29.313  0.083
H  14.358  29.138  28.199  0.082
H  11.963  27.549  28.028  0.078
C  10.711  23.777  22.538  -0.153
O  10.922  24.925  21.716  -0.140
H  11.644  23.415  22.971  0.074
H  10.133  24.109  23.401  0.077
H  10.163  22.995  22.013  0.083
H  11.407  24.658  20.931  0.069
C  17.769  33.081  23.051  -0.162
O  16.766  32.358  23.762  -0.132
H  18.051  33.875  23.742  0.077
H  18.719  32.593  22.834  0.074
H  17.465  33.532  22.106  0.080
H  17.179  32.049  24.571  0.071
C  18.164  26.576  23.291  -0.152
O  16.945  26.135  23.891  -0.143
H  18.580  25.703  22.788  0.078
H  17.964  27.350  22.550  0.076
H  18.898  26.920  24.019  0.077
H  17.096  25.335  24.399  0.074
C  7.918  31.160  23.014  -0.151
O  9.220  31.585  23.420  -0.141
H  7.574  30.223  23.452  0.071
H  7.210  31.916  23.352  0.082
H  7.919  31.048  21.930  0.078
H  9.163  32.237  24.123  0.071

Computed properties:
Orbital gap, Ha: 0.288
Charge: +1

ORCA calculation (ωB97M-V with the def2-TZVPD basis set) on a cluster of 6 separate species, C6H24O6 in total.

Last column: Löwdin charge in e.
CARTESIAN COORDINATES (ANGSTROEM)
C  1.408  -2.636  -2.132  -0.172
O  1.900  -1.317  -2.262  -0.121
H  0.683  -2.723  -1.318  0.055
H  0.865  -2.876  -3.046  0.078
H  2.207  -3.364  -1.974  0.075
H  2.085  -0.949  -1.392  0.058
C  0.855  -3.741  2.146  -0.163
O  1.797  -3.498  1.122  -0.126
H  0.570  -4.799  2.210  0.077
H  1.203  -3.407  3.127  0.078
H  -0.053  -3.196  1.889  0.071
H  2.629  -3.927  1.340  0.079
C  0.774  3.406  3.292  -0.148
O  1.082  3.450  1.906  -0.129
H  -0.304  3.439  3.471  0.079
H  1.178  2.483  3.700  0.081
H  1.244  4.230  3.837  0.079
H  0.825  4.322  1.595  0.079
C  -0.015  -0.167  0.366  -0.151
O  1.084  0.708  0.561  -0.130
H  -0.661  0.181  -0.445  0.077
H  0.368  -1.167  0.177  0.046
H  -0.608  -0.247  1.287  0.081
H  0.726  1.565  0.818  0.032
C  -4.303  -0.507  -1.332  -0.182
O  -4.841  -1.799  -1.173  -0.113
H  -3.709  -0.401  -2.252  0.076
H  -5.072  0.270  -1.374  0.077
H  -3.608  -0.253  -0.532  0.067
H  -5.672  -1.837  -1.655  0.075
C  0.932  3.197  -1.631  -0.160
O  0.689  3.485  -3.005  -0.121
H  0.087  2.618  -1.247  0.067
H  1.858  2.644  -1.494  0.084
H  0.954  4.145  -1.099  0.072
H  0.845  2.667  -3.483  0.072

Computed properties:
Structure (SMILES): CO.CO.CO.CO.CO.CO
Orbital gap, Ha: 0.389

ORCA calculation (ωB97M-V with the def2-TZVPD basis set) on a cluster of 6 separate species, C6H24O6 in total.

Last column: Löwdin charge in e.
CARTESIAN COORDINATES (ANGSTROEM)
C  -1.851  2.963  -2.364  -0.140
O  -0.522  2.517  -2.325  -0.123
H  -2.069  3.574  -3.240  0.090
H  -2.598  2.173  -2.286  0.087
H  -1.968  3.737  -1.606  0.086
H  -0.202  2.543  -3.230  0.107
C  -0.059  -0.681  -0.285  -0.043
O  0.900  -0.305  0.752  -0.001
H  0.277  -1.325  -1.098  0.093
H  -1.033  -1.134  -0.095  0.107
H  -0.239  0.228  -0.859  0.076
H  1.263  0.566  0.575  0.052
C  3.171  -2.470  2.293  -0.052
O  3.246  -2.292  0.910  0.109
H  3.745  -1.669  2.760  0.125
H  2.145  -2.416  2.657  0.123
H  3.604  -3.412  2.630  0.111
H  2.878  -1.427  0.712  0.089
C  0.821  3.164  0.948  -0.094
O  0.835  2.134  -0.013  -0.152
H  -0.198  3.201  1.334  0.087
H  1.448  2.904  1.800  0.090
H  1.260  4.053  0.495  0.096
H  0.198  2.202  -0.727  0.031
C  0.442  -4.295  -1.379  -0.166
O  -0.829  -3.824  -1.689  -0.102
H  0.507  -5.149  -0.704  0.092
H  1.068  -4.370  -2.268  0.089
H  0.910  -3.486  -0.819  0.045
H  -1.535  -4.473  -1.645  0.092
C  -2.956  1.282  1.329  -0.144
O  -1.927  1.025  2.253  -0.124
H  -2.738  2.081  0.621  0.064
H  -3.021  0.377  0.726  0.071
H  -3.791  1.400  2.020  0.097
H  -1.182  0.603  1.818  0.033

Computed properties:
⟨S²⟩: 0.76
2S+1: 2
Orbital gap (spin up / spin down), Ha: 0.375 / 0.121
Charge: +1

ORCA calculation (ωB97M-V with the def2-TZVPD basis set) on a cluster of 7 separate species, C6H24O7 in total.

Last column: Löwdin charge in e.
CARTESIAN COORDINATES (ANGSTROEM)
C  1.173  -0.964  -1.905  -0.219
O  1.703  0.364  -1.996  -0.128
C  0.661  -1.100  -0.436  -0.160
C  -0.351  -2.278  -0.410  -0.162
C  -1.658  -1.840  -1.013  -0.370
C  -2.161  -2.100  -2.201  0.011
C  -2.657  -1.244  0.050  -0.036
H  0.364  -0.951  -2.646  0.110
H  1.910  -1.689  -2.113  0.098
H  1.864  0.744  -1.083  0.051
H  0.375  -0.167  -0.068  0.074
H  1.453  -1.253  0.314  0.095
H  -0.675  -2.651  0.664  0.136
H  -0.140  -3.169  -0.986  0.108
H  -1.714  -2.746  -2.930  0.051
H  -3.137  -1.896  -2.637  0.066
H  -3.629  -1.338  -0.479  0.078
H  -2.471  -1.964  0.867  0.078
H  -2.826  -0.251  0.115  0.016
H  1.121  1.028  3.607  0.008
H  1.451  -0.255  3.003  0.063
O  1.725  0.647  2.998  -0.002
H  3.805  -0.478  -0.938  0.026
H  3.667  0.498  0.287  0.073
O  3.642  -0.474  -0.002  -0.071
H  -2.673  2.167  -2.704  0.006
H  -1.377  1.367  -2.513  0.068
O  -2.278  1.550  -2.119  -0.060
H  0.283  2.473  1.028  0.047
H  -1.097  3.212  0.876  0.018
O  -0.417  3.079  1.486  -0.065
H  2.086  2.677  0.723  0.070
H  2.066  1.241  1.575  0.048
O  1.752  1.789  0.770  -0.093
H  -0.366  2.487  3.076  -0.037
H  -1.072  1.448  3.852  -0.004
O  -0.402  2.037  3.889  0.010

Computed properties:
Structure (SMILES): C=C(C)CCCO.O.O.O.O.O.O
Orbital gap, Ha: 0.349

ORCA calculation (ωB97M-V with the def2-TZVPD basis set) on a cluster of 7 separate species, C6H25BBr2IO6 in total.

Last column: Löwdin charge in e.
CARTESIAN COORDINATES (ANGSTROEM)
C  3.911  0.343  0.333  -0.150
C  3.228  1.830  0.436  -0.327
C  1.622  1.840  0.763  -0.650
I  1.241  3.663  1.978  0.661
B  1.077  0.570  1.652  -0.763
C  0.299  -0.467  0.641  -0.640
Br  -0.196  -2.211  1.515  0.716
C  -1.052  0.129  -0.068  -0.720
C  -1.754  1.388  0.712  -0.175
Br  -0.821  0.611  -2.016  0.628
H  3.296  -0.439  -0.285  0.077
H  5.017  0.501  -0.044  0.057
H  4.016  -0.057  1.453  0.082
H  3.770  2.573  1.174  0.066
H  3.346  2.323  -0.645  0.104
H  1.063  2.016  -0.251  0.043
H  0.361  1.035  2.494  0.000
H  1.905  -0.029  2.234  0.034
H  1.068  -0.748  -0.225  0.077
H  -1.850  -0.759  -0.062  0.062
H  -2.866  1.466  0.287  0.083
H  -1.212  2.406  0.421  0.055
H  -1.850  1.239  1.869  0.094
O  -3.323  3.095  -3.767  -0.081
H  -2.855  2.284  -3.516  -0.019
H  -3.020  3.750  -3.121  0.042
O  -0.508  -5.855  1.395  -0.090
H  0.100  -6.287  0.777  0.032
H  -0.260  -4.919  1.352  -0.056
O  -0.833  1.137  -5.272  -0.106
H  -1.104  0.545  -5.990  0.040
H  -1.432  1.894  -5.354  0.023
O  -3.472  -1.917  1.707  -0.106
H  -2.511  -1.976  1.598  -0.109
H  -3.686  -2.655  2.297  0.032
O  -6.326  -2.188  3.427  -0.069
H  -6.953  -1.461  3.296  0.037
H  -5.579  -1.958  2.855  0.006
O  5.986  -0.617  -1.748  -0.073
H  5.362  -0.964  -2.403  0.045
H  6.793  -1.132  -1.899  0.038

Computed properties:
Orbital gap, Ha: 0.277
Charge: -1

ORCA calculation (ωB97M-V with the def2-TZVPD basis set) on a structure of composition C6H25Ba2O7.

Last column: Löwdin charge in e.
CARTESIAN COORDINATES (ANGSTROEM)
Ba  -2.099  0.862  -3.274  1.968
Ba  0.707  2.982  -0.542  1.981
O  -0.976  1.067  -0.839  -0.790
H  -0.599  0.184  -0.945  -0.078
C  3.855  0.723  0.177  -0.055
O  2.405  0.796  -0.127  -0.345
H  4.074  -0.206  0.697  0.099
H  4.443  0.785  -0.736  0.092
H  4.111  1.554  0.826  0.087
H  2.197  -0.020  -0.632  0.019
C  -3.490  3.161  0.491  -0.132
O  -2.329  2.659  1.132  -0.146
H  -3.261  3.729  -0.432  0.072
H  -4.210  2.367  0.249  0.091
H  -4.002  3.843  1.164  0.102
H  -2.038  1.884  0.640  -0.013
C  1.390  1.616  2.928  -0.075
O  0.402  1.900  1.908  -0.331
H  0.906  1.505  3.895  0.109
H  1.940  0.699  2.712  0.080
H  2.086  2.450  2.957  0.093
H  -0.206  1.140  1.864  0.039
C  2.367  -2.740  -1.516  -0.052
O  1.721  -1.429  -1.601  -0.172
H  1.725  -3.511  -1.937  0.092
H  3.307  -2.736  -2.067  0.097
H  2.556  -2.937  -0.469  0.092
H  1.366  -1.310  -2.484  0.073
C  -2.520  -2.502  -2.091  -0.076
O  -3.254  -1.244  -2.006  -0.333
H  -1.883  -2.564  -1.211  0.085
H  -3.177  -3.368  -2.128  0.113
H  -1.954  -2.512  -3.026  0.080
H  -4.071  -1.376  -1.506  0.114
C  0.003  -1.481  1.436  -0.119
O  -1.151  -0.665  1.493  -0.106
H  -0.017  -2.179  0.586  0.074
H  0.927  -0.897  1.378  0.062
H  0.002  -2.089  2.335  0.108
H  -1.255  -0.139  0.699  0.001

Computed properties:
Orbital gap, Ha: 0.277
Charge: +3

Largest force on an atom for every record listed, in sequence, given in eV/A: 5.8; 1.5; 2.1; 1.1; 3.9; 5.0; 3.1; 2.1.